{
  "formula": "C6H9NO2",
  "method": "ωB97M-V/def2-TZVPD",
  "gap_ev": [8.00, 8.00],
  "largest_force_ha_per_bohr": 0.130,
  "energy_ha": -439.0711,
  "relative_energy_kcal_mol": 128.8,
  "lumo_ev": [-0.199, -0.199],
  "homo_energy_ev": [-8.195, -8.197],
  "species": ["C", "C", "C", "C", "C", "C", "O", "O", "N", "H", "H", "H", "H", "H", "H", "H", "H", "H"],
  "coordinates": [[1.37, 1.27, -1.76], [0.46, 0.70, 0.32], [-1.07, -0.48, 0.17], [0.24, -0.34, 1.30], [-1.14, -1.57, -0.61], [0.86, -1.22, 2.05], [-0.09, 1.94, 0.62], [-2.17, 0.27, 0.51], [1.52, 0.61, -0.48], [-1.00, 1.83, 0.93], [-2.97, -0.18, 0.20], [0.65, 0.76, -2.41], [1.05, 2.32, -1.66], [2.35, 1.29, -2.25], [-0.23, -2.08, -0.91], [-2.08, -2.05, -0.84], [1.92, -1.07, 2.27], [0.32, -2.01, 2.56]]
}